{"formula": "C4H10NO", "method": "ωB97M-V/def2-TZVPD", "homo_ev": [-11.7, -12.8], "total_charge": 1, "total_energy_ev": -7836.6642, "gap_ev": [6.564, 8.555], "lumo_energy_ev": [-5.16, -4.28], "species": ["C", "C", "C", "C", "N", "O", "H", "H", "H", "H", "H", "H", "H", "H", "H", "H"], "xyz": [[-0.383, 0.405, -0.040], [1.115, -0.113, 0.125], [-1.211, -0.090, 1.058], [-0.386, 1.956, -0.357], [1.386, -1.392, -0.507], [-1.557, -1.349, 0.953], [-0.773, 0.096, -1.060], [1.426, -0.170, 1.170], [-1.412, 0.335, 1.994], [-0.643, 2.066, -1.424], [0.595, 2.514, -0.143], [-1.220, 2.620, 0.133], [2.408, -1.511, -0.542], [0.936, -1.363, -1.425], [1.097, -2.211, -0.007], [-1.380, -1.793, 0.071]]}